Record 1
Density functional theory data (the ωB97M-V functional and the def2-TZVPD basis) for a cluster of 5 separate species, H10O4S in total in a non-equilibrium geometry.

⟨S²⟩ ... 0.753
Net charge ... +1
HOMO (alpha / beta) ... -0.5409 / -0.5407 hartree
Orbital gap (alpha / beta) ... 0.385 / 0.190 hartree
Spin multiplicity ... 2
DFT total energy ... -19177.62513 eV

Geometry (Å):
S 0.02886 -0.61956 -2.56102
H -1.23888 -0.52665 -2.04897
H 0.33147 -1.40254 -1.53482
H 0.98534 -1.87054 0.32166
H -0.16636 -1.01795 0.73403
O 0.33111 -1.28112 -0.06470
H 0.62575 0.99658 -0.75230
H 1.66519 0.80714 0.44585
O 0.98364 1.35565 0.05042
H -0.25929 2.03505 1.27103
H -0.41113 2.26526 2.79094
O -0.79332 1.80663 2.03789
H -0.70602 -0.12624 2.53724
H -0.15491 -1.18972 3.46814
O -0.60166 -1.08493 2.62274

Löwdin analysis output, partial charges in e: S 1.08; H -0.03; H -0.16; H 0.10; H 0.06; O -0.12; H -0.03; H 0.07; O -0.03; H 0.01; H 0.06; O -0.05; H 0.01; H 0.07; O -0.05

***

Record 2
Density functional theory data (the ωB97M-V functional and the def2-TZVPD basis) for a cluster of 5 separate species, H10O5 in total in a non-equilibrium geometry.

HOMO ... -0.3872 hartree
Orbital gap ... 0.401 hartree
Spin multiplicity ... 1
DFT total energy ... -10398.48275 eV

Geometry (Å):
O 1.69073 -2.14193 -0.42333
H 1.89573 -2.01593 -1.43333
H 0.77073 -2.19693 -0.42533
O -1.77027 0.69807 2.23167
H -1.99827 1.64907 2.00867
H -0.95327 0.35307 2.76367
O -1.76527 0.73707 -2.28233
H -1.46727 0.60107 -3.19733
H -2.00427 1.56507 -2.48633
O 2.43473 0.38807 1.17967
H 1.86473 -0.20393 0.84067
H 2.96673 -0.23393 1.76667
O -0.16427 0.09807 -0.21833
H -0.76127 0.25707 0.53567
H -0.73927 0.44607 -0.86033

Löwdin analysis output, partial charges in e: O -0.08; H 0.11; H -0.03; O -0.13; H 0.08; H 0.12; O 0.02; H 0.09; H -0.01; O -0.05; H -0.11; H 0.08; O -0.05; H 0.01; H -0.05

***

Record 3
Density functional theory data (the ωB97M-V functional and the def2-TZVPD basis) for a cluster of 5 separate species, H10O5 in total in a non-equilibrium geometry.

HOMO ... -0.3584 hartree
Orbital gap ... 0.369 hartree
Spin multiplicity ... 1
DFT total energy ... -10398.13637 eV

Geometry (Å):
H -1.88675 -1.14414 1.94072
H -1.09988 0.00896 1.29051
H -2.12127 -1.67363 -1.35906
H -3.40582 -0.90356 -1.09015
H 1.78463 -0.71661 -0.91657
H 2.38464 -1.95054 -0.06631
H -2.06478 3.14034 -0.38959
H -1.11113 2.23020 0.56146
H 4.66436 0.09002 -0.13187
H 3.15786 0.56567 0.03748
O -1.99346 -0.41240 1.32579
O -2.42200 -0.93429 -0.83490
O 1.63945 -1.38662 -0.13682
O -1.66502 2.25905 -0.32214
O 4.13916 0.82755 0.09146

Löwdin analysis output, partial charges in e: H 0.04; H 0.04; H 0.02; H 0.09; H 0.10; H 0.00; H 0.03; H 0.09; H 0.00; H 0.05; O -0.10; O -0.10; O -0.08; O -0.11; O -0.07

***

Record 4
Density functional theory data (the ωB97M-V functional and the def2-TZVPD basis) for a cluster of 5 separate species, H10O5 in total in a non-equilibrium geometry.

HOMO ... -0.4098 hartree
Orbital gap ... 0.428 hartree
Spin multiplicity ... 1
DFT total energy ... -10399.98690 eV

Geometry (Å):
O 6.83205 -13.40361 -20.88887
H 7.66813 -13.22613 -20.51710
H 6.06598 -13.10480 -20.33655
O 7.85105 -9.05233 -21.77980
H 7.11820 -9.04276 -21.16418
H 7.70258 -8.32498 -22.36469
O 3.50858 -10.37122 -23.10921
H 4.26428 -10.88706 -23.09601
H 2.76179 -10.89785 -23.30071
O 6.10291 -11.46816 -22.51134
H 6.74795 -10.81742 -22.22144
H 6.41294 -12.25733 -21.98563
O 5.76220 -10.14225 -20.15537
H 5.39794 -10.58772 -20.95033
H 5.09759 -9.49184 -19.81107

Löwdin analysis output, partial charges in e: O -0.02; H 0.05; H 0.10; O -0.04; H 0.00; H 0.04; O -0.02; H -0.05; H 0.01; O -0.09; H 0.01; H 0.01; O -0.09; H 0.01; H 0.08